# 1
A molecular structure, C17H25AlNO7S2Te, computed with ωB97M-V/def2-TZVPD.

Frontier orbital gap (eV): 8.695
HOMO level (eV): -11.15
Max |F| (eV/Å): 0.35
Net charge: +1
Lowest unoccupied orbital energy (eV): -2.45
2S+1: 1

Last column: Mulliken charge in e.
Geometry (Å):
Al  -0.82890  0.45975  0.05832  -0.13
C  -2.15111  2.43696  1.86713  -0.89
O  -0.99331  1.60676  1.62960  0.05
C  0.23734  2.15251  2.12399  -0.62
C  1.30136  1.10752  1.87032  -0.68
O  1.04362  0.57495  0.56803  0.46
C  2.14601  -0.11617  -0.07829  -0.65
C  2.89326  0.84263  -0.98147  -0.73
O  2.10263  1.25877  -2.06260  -0.24
C  1.99840  0.31010  -3.13037  -0.81
H  -2.34734  2.45448  2.93874  0.30
H  -1.95374  3.44341  1.49496  0.36
H  -2.97348  1.97859  1.32359  0.34
H  0.44363  3.08501  1.59129  0.34
H  0.12985  2.35127  3.19259  0.47
H  2.29048  1.56965  1.88856  0.56
H  1.25936  0.28851  2.59242  0.38
H  2.77679  -0.53905  0.70651  0.42
H  1.68210  -0.92503  -0.64658  0.42
H  3.17572  1.74552  -0.43224  0.35
H  3.81980  0.36131  -1.31573  0.44
H  2.62487  -0.56352  -2.94482  0.45
H  0.96474  -0.01859  -3.22572  0.19
H  2.33250  0.78638  -4.05249  0.29
S  -1.38349  -3.60624  1.89986  -0.10
C  -1.76204  -2.42987  3.07825  -0.31
C  -1.47469  -1.19355  2.61091  -0.84
N  -0.98678  -1.17034  1.32359  0.82
C  -0.91208  -2.38823  0.83455  -0.13
H  -2.16069  -2.69667  4.03975  0.46
H  -1.61455  -0.27349  3.15141  0.42
H  -0.61394  -2.59132  -0.18030  0.44
O  -2.57054  0.33173  -0.42905  -0.53
S  -2.24825  -0.57244  -1.66955  1.10
O  -2.52565  0.13490  -2.87926  -0.64
O  -0.69177  -0.59746  -1.40747  -0.50
O  -2.78346  -1.88306  -1.49542  -0.66
C  -0.45432  2.49448  -3.44880  -0.84
Te  -0.46855  2.90723  -1.36268  0.10
C  -2.50482  3.45119  -1.71585  -0.85
C  -2.51724  3.87935  -3.16229  0.37
C  -3.50392  4.71553  -3.66580  -0.71
C  -3.49665  5.07837  -5.00334  -0.60
C  -2.50020  4.60661  -5.84442  -0.61
C  -1.51017  3.77386  -5.34651  -0.69
C  -1.51376  3.40791  -4.00729  0.39
H  -0.70976  1.44206  -3.57013  0.32
H  0.54012  2.70136  -3.83691  0.72
H  -2.82070  4.24978  -1.04712  0.64
H  -3.10595  2.55849  -1.54430  0.40
H  -4.28048  5.08733  -3.00972  0.45
H  -4.26452  5.73529  -5.38748  0.41
H  -2.48883  4.89190  -6.88709  0.42
H  -0.72921  3.40977  -6.00079  0.46

***

# 2
A molecular structure, C27H24CeN12O2S2, computed with ωB97M-V/def2-TZVPD.

Frontier orbital gap (eV): 4.966
HOMO level (eV): -18.97
Max |F| (eV/Å): 0.56
Net charge: +4
Lowest unoccupied orbital energy (eV): -14.00
2S+1: 1

Last column: Mulliken charge in e.
Geometry (Å):
Ce  0.03916  -0.39306  -0.89366  0.36
N  0.94595  -2.52411  1.18565  -0.22
C  -0.01238  -1.83109  1.91224  0.22
N  0.04213  -1.77391  3.19519  -0.53
C  -0.90426  -0.98514  3.79413  0.25
N  -0.95356  -0.95317  5.08689  -0.14
N  -1.80397  -0.20754  3.09071  -0.42
C  -1.76446  -0.31510  1.81435  -0.01
N  -0.91400  -1.16090  1.11700  0.00
C  -2.62375  0.53679  0.96196  0.79
C  -3.82535  1.03377  1.41202  -0.50
C  -4.58470  1.81721  0.54490  -0.73
C  -4.10234  2.07488  -0.72872  -0.91
C  -2.87632  1.55141  -1.10238  -0.36
N  -2.13641  0.80035  -0.27449  0.51
H  1.63704  -2.94284  1.80391  0.32
H  0.56451  -3.23820  0.57220  0.25
H  -0.30228  -1.50141  5.63500  0.29
H  -1.55915  -0.29393  5.56447  0.29
H  -4.15600  0.80735  2.41788  0.63
H  -5.54024  2.21616  0.86346  0.52
H  -4.66288  2.67778  -1.43135  0.54
H  -2.46753  1.74957  -2.08618  0.51
N  2.09560  1.91827  -3.15357  -0.25
C  1.22372  1.10552  -3.78519  0.21
N  0.23810  0.44345  -3.15292  0.50
C  -0.49547  -0.34206  -4.07448  -0.28
C  -0.03553  -0.28791  -5.33209  -0.42
S  1.30155  0.79696  -5.46017  -0.07
C  -1.65045  -1.09469  -3.58945  -0.28
C  -2.73898  -1.42117  -4.29397  -0.35
S  -3.85356  -2.32442  -3.33294  -0.10
C  -2.80826  -2.19033  -1.98098  0.37
N  -1.66372  -1.52519  -2.24034  0.32
N  -3.14058  -2.68763  -0.79118  -0.23
H  1.76844  2.43664  -2.35168  0.16
H  2.74907  2.44534  -3.71944  0.30
H  -0.40438  -0.81286  -6.20213  0.53
H  -2.96596  -1.18428  -5.32403  0.51
H  -3.96496  -3.26184  -0.68647  0.26
H  -2.48572  -2.67664  -0.02732  0.07
O  -0.03058  4.05464  5.46049  -0.41
C  0.00771  2.77756  5.11927  0.31
O  -0.55325  1.93044  5.75697  -0.46
C  0.69067  2.36076  3.83554  0.14
C  0.10063  2.65852  2.61470  -0.48
C  0.56479  2.03570  1.46585  -0.44
C  1.64813  1.16380  1.52924  0.18
C  2.27540  0.90127  2.74260  -0.43
C  1.78745  1.49642  3.89337  -1.27
N  1.98315  0.47271  0.32587  0.40
C  3.17373  0.11432  0.01538  -0.44
C  3.38954  -0.78474  -1.11277  0.68
C  4.65697  -1.05125  -1.57784  -0.82
C  4.80803  -1.95502  -2.63377  -0.50
C  3.68079  -2.54698  -3.17030  -0.98
C  2.43119  -2.20989  -2.65733  -0.07
N  2.27697  -1.34949  -1.64897  0.29
H  0.56019  4.61823  4.94082  0.39
H  -0.74045  3.34148  2.56471  0.56
H  0.10901  2.27780  0.50792  0.62
H  3.10183  0.20215  2.80657  0.55
H  2.23778  1.26492  4.85209  0.52
H  4.03533  0.43120  0.60177  0.61
H  5.51795  -0.57906  -1.11962  0.56
H  5.79375  -2.19222  -3.01631  0.51
H  3.75268  -3.26504  -3.97726  0.50
H  1.53246  -2.65028  -3.07581  0.56

***

# 3
A molecular structure, C25H47LaN8O3S2Se at a distorted geometry, computed with ωB97M-V/def2-TZVPD.

Frontier orbital gap (spin up / spin down) (eV): 3.124 / 2.964
HOMO level (spin up / spin down) (eV): -3.85 / -3.69
Max |F| (eV/Å): 5.24
Net charge: 0
Lowest unoccupied orbital energy (spin up / spin down) (eV): -0.73 / -0.73
2S+1: 1

Last column: Mulliken charge in e.
Geometry (Å):
La  9.31599  13.64254  10.71703  2.07
C  5.12773  13.15101  12.63689  -0.63
S  5.67575  13.36744  10.94921  0.36
C  5.27899  15.01032  10.42486  -0.71
O  7.18849  13.69956  11.22297  -0.18
H  5.91904  13.44453  13.34084  0.02
H  4.81994  12.10285  12.76711  0.34
H  4.22898  13.76813  12.88290  0.36
H  4.20860  15.16267  10.44862  0.47
H  5.59907  15.17702  9.39794  0.30
H  5.76558  15.72971  11.11456  0.06
C  13.79221  7.39005  9.51582  -0.86
C  12.62618  7.43452  8.44790  -0.47
C  11.37448  8.19833  8.90385  -0.65
C  11.68034  9.58042  9.49705  0.14
N  11.79260  9.56460  10.94525  -0.12
C  10.84936  9.95016  11.83248  0.26
S  9.34169  10.60296  11.42908  -0.49
N  11.22541  9.83251  13.14334  -0.22
C  10.25590  9.79574  14.25504  -1.01
C  9.48340  8.45456  14.44001  -0.52
C  10.31006  7.18511  14.34629  -0.05
C  10.96497  6.83956  15.69188  -1.20
H  14.36336  6.48694  9.44400  0.37
H  13.30385  7.45314  10.49081  0.05
H  14.49180  8.23971  9.43856  0.27
H  12.29794  6.41981  8.16287  0.38
H  12.95103  7.90110  7.47821  0.29
H  10.76338  7.64730  9.62132  0.32
H  10.67064  8.31430  8.03598  0.27
H  10.86300  10.27569  9.21010  -0.53
H  12.62252  10.04348  9.09209  0.39
H  12.58846  9.08569  11.38425  0.27
H  12.11886  9.42510  13.40258  0.34
H  9.52434  10.58486  14.01139  0.24
H  10.80546  10.08906  15.15662  0.56
H  8.71496  8.47426  13.60126  0.14
H  8.91948  8.47982  15.39521  0.49
H  11.10319  7.37245  13.56027  -0.04
H  9.70839  6.36189  13.97476  0.35
H  11.75684  7.58420  16.00701  0.26
H  11.41757  5.85075  15.74178  0.38
H  10.23139  6.76663  16.51237  0.30
C  12.41270  15.35220  9.56393  -0.69
O  11.96264  14.39885  10.60204  -0.22
C  12.62906  14.72106  11.77723  0.19
C  13.09056  13.61348  12.68092  -1.19
H  12.78329  16.25684  10.05646  0.33
H  11.49814  15.55928  8.98191  0.08
H  13.20748  14.91213  8.93641  0.21
H  13.85006  12.97152  12.20253  0.25
H  12.38840  12.94629  13.12992  0.13
H  13.61172  14.06900  13.54471  0.41
C  8.39101  11.12170  7.69126  -1.12
C  9.25284  12.34146  7.53118  0.60
C  9.58974  12.68278  6.12148  -1.53
O  9.66072  13.04759  8.50995  -0.40
H  8.78316  10.39112  7.01905  0.35
H  7.33943  11.24778  7.41240  0.30
H  8.43986  10.73323  8.70953  0.18
H  10.09600  13.63033  6.02393  0.28
H  8.59683  12.74483  5.64100  0.35
H  10.18412  11.94529  5.59067  0.32
Se  9.01932  16.14710  9.01947  -0.59
C  9.34231  17.67268  10.17568  0.61
C  8.31073  18.28732  10.90829  0.00
C  8.40113  19.60935  11.23613  -0.25
N  9.47808  20.33697  11.06418  -0.63
C  10.54429  19.74338  10.47453  -0.52
C  10.53665  18.44346  9.99147  -0.23
H  7.40289  17.68681  11.16029  -0.02
H  7.54252  20.12001  11.73985  0.29
H  11.39366  20.40588  10.30082  0.35
H  11.41728  17.94616  9.64544  0.26
N  7.10303  15.10270  15.53264  -0.32
C  8.30904  15.10931  16.10875  0.59
N  8.38794  15.21788  17.43647  -0.38
N  9.46185  14.93007  15.49208  -0.64
C  9.51179  14.73190  14.23406  0.47
N  9.66439  14.60970  13.05365  -0.53
H  6.32902  15.33690  16.11215  0.19
H  7.03743  15.23110  14.54348  0.15
H  7.54760  15.49568  17.94320  0.19
H  9.23788  15.30224  17.94289  0.25
N  13.15018  16.68579  13.13431  -0.92
C  12.84054  15.99724  12.16854  0.24
H  13.10745  17.70096  12.96800  0.21